Record 1
{"formula": "C5H14", "method": "ωB97M-V/def2-TZVPD", "elements": ["C", "C", "C", "C", "C", "H", "H", "H", "H", "H", "H", "H", "H", "H", "H", "H", "H", "H", "H"], "xyz": [[-1.68781, 0.50638, 0.84898], [1.97295, -0.70412, -0.86981], [-1.09085, -0.86489, 0.42328], [-0.74064, 1.25865, 1.81070], [1.43495, -0.17342, -2.14846], [3.02834, -0.47041, -0.82636], [-0.91612, -0.87508, -0.68018], [-0.26018, -1.12529, 1.06358], [0.36413, -0.27903, -2.34556], [1.39703, -0.28350, 0.01257], [-1.13229, 1.44222, 2.81527], [-0.39660, 2.19963, 1.39159], [1.63662, -1.74960, -0.67807], [-1.89425, -1.60523, 0.49061], [1.54539, 0.95340, -2.04112], [2.02376, -0.51276, -3.00432], [-1.71423, 1.10543, -0.06822], [-2.66811, 0.37116, 1.29768], [0.16430, 0.66751, 2.01381]], "de_lowest_kj_mol": 106.8, "multiplicity": 2, "s2": 0.753, "orbital_gap_ev": [13.51, 3.94], "charge": 1, "e_homo_ev": [-16.300, -15.222], "fmax_ev_per_a": 3.03}

---

Record 2
{"formula": "C12H18BF4KO9", "method": "ωB97M-V/def2-TZVPD", "elements": ["K", "F", "F", "F", "F", "O", "O", "O", "O", "O", "O", "O", "O", "O", "C", "C", "C", "C", "C", "C", "C", "C", "C", "C", "C", "C", "B", "H", "H", "H", "H", "H", "H", "H", "H", "H", "H", "H", "H", "H", "H", "H", "H", "H", "H"], "xyz": [[-0.23546, 0.09464, -0.37056], [-4.74110, -0.12050, -0.43046], [-2.85806, 0.60180, -1.21311], [-2.98798, -1.45520, -0.52816], [-3.06324, 0.27143, 0.91689], [-2.19516, 4.41264, 1.60569], [-0.46800, -4.70893, -1.97522], [-0.73956, 3.78512, 3.11022], [-1.29746, -2.87427, -2.67622], [-1.13133, 2.47143, 1.15144], [-0.11624, -2.87872, -0.71439], [4.03830, 0.27672, 0.60309], [2.48172, 0.21082, -1.17160], [4.76347, 0.24778, -1.40361], [-1.25842, -5.08085, -3.12125], [-0.47730, -3.44458, -1.76932], [5.92252, 0.41819, -0.58030], [5.52046, -1.49050, 1.00501], [-3.56868, 5.83108, 2.92624], [5.43204, 0.03221, 0.74137], [-1.33995, 4.83334, 3.76436], [3.63119, 0.31529, -0.71692], [-1.77849, -3.77732, -3.60828], [-2.33762, -6.03908, -2.75748], [-1.39461, 3.41096, 1.93686], [-2.16792, 5.50912, 2.60555], [-3.36751, -0.22717, -0.32835], [-2.01930, -7.05810, -2.53750], [-0.68171, -5.41400, -3.98411], [-1.44600, -3.53414, -4.61744], [5.15473, -2.04127, 0.13841], [-3.18923, -6.14873, -3.42893], [-2.95125, -5.64858, -1.94565], [6.64674, -0.36419, -0.80721], [6.30688, 1.43544, -0.65494], [-3.73851, 6.78381, 3.42780], [-2.06443, 4.63336, 4.55381], [6.50005, -1.77865, 1.38640], [-0.62609, 5.58432, 4.10279], [-4.01437, 6.01929, 1.94949], [4.90811, -1.62318, 1.89694], [-4.16656, 5.12568, 3.50333], [-2.86696, -3.72025, -3.59907], [-1.81969, 6.41249, 2.10479], [5.80196, 0.71125, 1.50960]], "de_lowest_kj_mol": 209.9, "multiplicity": 1, "orbital_gap_ev": 9.94, "e_homo_ev": -9.780, "fmax_ev_per_a": 5.24}

---

Record 3
{"formula": "C5H7ClN2", "method": "ωB97M-V/def2-TZVPD", "elements": ["Cl", "N", "N", "C", "C", "C", "C", "C", "H", "H", "H", "H", "H", "H", "H"], "xyz": [[0.78146, 0.34980, -3.38694], [-1.22183, -0.91061, 2.30215], [1.25399, -0.17920, -0.18875], [-0.45385, -0.53881, 1.19179], [-0.88805, 0.30466, 0.13769], [0.18546, 0.49804, -0.71551], [0.29452, 1.31814, -1.94609], [0.87101, -0.83339, 0.95306], [2.12466, -0.32188, -0.67693], [-1.88372, 0.72980, 0.01602], [-0.81030, -1.68329, 2.82517], [-0.69639, 1.78758, -2.17193], [1.57037, -1.45762, 1.50492], [-2.18042, -1.13912, 2.03904], [1.05309, 2.07589, -1.88370]], "de_lowest_kj_mol": 10.1, "multiplicity": 1, "smiles": "Nc1c[nH]c(CCl)c1", "orbital_gap_ev": 8.62, "e_homo_ev": -7.641, "fmax_ev_per_a": 1.21}

---

Record 4
{"formula": "C5H11NO", "method": "ωB97M-V/def2-TZVPD", "elements": ["O", "N", "C", "C", "C", "C", "C", "H", "H", "H", "H", "H", "H", "H", "H", "H", "H", "H"], "xyz": [[0.40739, 2.92504, -0.29905], [0.52623, -2.36039, -0.10453], [0.99144, 0.07602, 0.20759], [-0.68959, 2.02163, -0.41029], [-0.65124, -2.88639, 0.10089], [-0.11184, 0.67031, -0.79581], [0.68838, -1.27594, 0.89317], [1.04282, 0.71669, 1.14336], [2.00579, 0.11520, -0.29632], [-0.99602, 0.09181, -0.78372], [-0.22513, -1.26293, 1.61050], [-1.24172, 1.99034, 0.57479], [1.58733, -1.45634, 1.48894], [0.34263, 0.68312, -1.89959], [-0.81631, -3.90385, 0.44865], [-1.65345, -2.28547, -0.01381], [-1.44584, 2.35080, -1.16731], [0.23912, 3.79035, -0.69745]], "de_lowest_kj_mol": 432.9, "multiplicity": 1, "smiles": "C=NCCCCO", "orbital_gap_ev": 8.56, "e_homo_ev": -8.325, "fmax_ev_per_a": 4.11}

---

Record 5
{"formula": "C3H5N", "method": "ωB97M-V/def2-TZVPD", "elements": ["N", "C", "C", "C", "H", "H", "H", "H", "H"], "xyz": [[2.12179, -0.06985, -0.06869], [-1.22650, -0.43375, 0.10570], [-0.32053, 0.63568, -0.24671], [0.88397, 0.01148, -0.17414], [2.54142, 0.74433, 0.38688], [-0.54141, 1.68875, -0.37702], [0.04861, -1.14762, 0.21567], [-2.04848, -0.24430, 0.80085], [-1.45888, -1.18471, -0.64253]], "de_lowest_kj_mol": 432.2, "multiplicity": 1, "orbital_gap_ev": 8.65, "e_homo_ev": -8.587, "fmax_ev_per_a": 1.29}

---

Record 6
{"formula": "C4H9NO", "method": "ωB97M-V/def2-TZVPD", "elements": ["O", "N", "C", "C", "C", "C", "H", "H", "H", "H", "H", "H", "H", "H", "H"], "xyz": [[0.84526, 0.48594, -0.08284], [-1.80414, -0.30574, -0.92990], [-2.04090, 0.52876, 0.24053], [-1.17232, -0.68544, 0.32921], [2.18528, 0.54354, -0.16826], [0.31464, -0.59844, 0.46668], [-1.10451, 0.12842, -1.52891], [2.48024, 1.44301, -0.71789], [-1.59107, -1.57417, 0.79617], [1.45643, -1.55450, -0.42590], [2.72443, 0.37036, 0.76619], [0.75706, -0.93181, 1.40746], [-3.06281, 0.49999, 0.61971], [-1.56055, 1.50324, 0.30000], [2.20476, -1.01390, -0.66038]], "de_lowest_kj_mol": 594.9, "multiplicity": 1, "orbital_gap_ev": 9.00, "e_homo_ev": -8.328, "fmax_ev_per_a": 1.00}

---

Record 7
{"formula": "C14H23AuN4O", "method": "ωB97M-V/def2-TZVPD", "elements": ["Au", "O", "N", "N", "N", "N", "C", "C", "C", "C", "C", "C", "C", "C", "C", "C", "C", "C", "C", "C", "H", "H", "H", "H", "H", "H", "H", "H", "H", "H", "H", "H", "H", "H", "H", "H", "H", "H", "H", "H", "H", "H", "H"], "xyz": [[1.53045, -0.73513, 0.73141], [1.35697, -0.50827, 2.80010], [-0.67058, -1.06237, 0.64463], [1.66305, 1.82728, 0.35844], [3.63166, -1.07847, 0.66161], [-3.15607, -1.38837, 0.63770], [0.13837, 3.44379, -0.71612], [4.75328, -1.29647, 0.62876], [-2.55568, -2.31883, 1.64932], [-1.02834, -2.10594, 1.63871], [-0.67063, 3.03254, -2.94967], [-1.10016, -1.48192, -0.71092], [6.17853, -1.56715, 0.58857], [-0.64465, 3.81383, -1.80384], [-2.63180, -1.68956, -0.73439], [-2.86493, 0.03534, 1.00790], [0.08987, 1.87133, -3.01022], [0.88478, 2.27658, -0.77539], [-1.33285, 0.21639, 1.00656], [0.85720, 1.48645, -1.91861], [-0.65469, -1.77085, 2.60394], [-1.26608, 3.33676, -3.79947], [-3.30617, 0.21676, 1.98576], [-2.83757, -3.33266, 1.37299], [-4.16783, -1.52267, 0.63432], [6.69625, -0.71736, 0.14682], [6.54064, -1.72987, 1.60272], [-2.91048, -2.71293, -0.97698], [0.09467, 1.27225, -3.91178], [-1.03032, 0.96729, 0.27899], [-3.35915, 0.67432, 0.27883], [1.47260, 0.59200, -1.96675], [-1.22047, 4.72852, -1.75821], [-0.58028, -2.40408, -0.96053], [1.33221, 2.28585, 1.19957], [-0.96619, 0.49731, 1.99207], [-3.13045, -1.01921, -1.43152], [-3.00245, -2.08634, 2.61383], [6.35798, -2.45823, -0.01093], [-0.50821, -3.02091, 1.36338], [2.64316, 2.06837, 0.25151], [0.17811, 4.06835, 0.16871], [-0.80374, -0.70377, -1.41181]], "de_lowest_kj_mol": 280.7, "multiplicity": 1, "orbital_gap_ev": [6.11, 6.16], "charge": 2, "e_homo_ev": [-14.452, -14.452], "fmax_ev_per_a": 2.10}

---

Record 8
{"formula": "C8H8N4O", "method": "ωB97M-V/def2-TZVPD", "elements": ["O", "N", "N", "N", "N", "C", "C", "C", "C", "C", "C", "C", "C", "H", "H", "H", "H", "H", "H", "H", "H"], "xyz": [[-2.50540, -0.71799, 1.32804], [1.15157, -1.43864, -2.37840], [-0.90159, -2.45144, -2.29916], [-0.50439, -0.83334, -0.87055], [3.26203, 2.62906, 1.81067], [2.18076, 2.34011, 1.69223], [0.94602, 1.73483, 1.37529], [-0.06133, -1.50121, -1.84823], [1.04432, 0.86411, 0.21216], [-0.14894, 1.96989, 2.18749], [-1.62567, 0.30652, 1.33716], [-1.41873, 1.29156, 2.19810], [0.01619, 0.07580, -0.02887], [0.14906, 2.64734, 2.90407], [-0.66257, -2.79592, -3.21918], [-2.14836, -1.27863, 0.49955], [-2.18577, 1.57691, 2.95825], [1.87910, -0.67959, -2.24150], [1.91868, 0.82263, -0.49432], [-1.81503, -2.47480, -1.98720], [1.43006, -2.08721, -3.13560]], "de_lowest_kj_mol": 399.3, "multiplicity": 1, "orbital_gap_ev": 7.66, "e_homo_ev": -7.521, "fmax_ev_per_a": 5.20}